Molecular formula: C2HO2P
Method: DFT, ωB97M-V with the def2-TZVPD basis set

Positions of all 6 atoms, in Å:
C (-0.23951, 0.19743, 1.29808)
C (0.27833, -0.17084, 0.06825)
O (-0.79402, 0.64750, 2.20251)
O (0.89681, -1.14955, -0.23429)
P (-0.32921, 0.80324, -1.36097)
H (0.18761, -0.32778, -1.97358)

The calculation puts the LUMO energy (alpha / beta) at -1.64 / -1.17 eV. The total energy is -15469.9995 eV. The calculation puts the HOMO-LUMO gap (alpha / beta) at 0.2602 / 0.2852 Eh. For the relative energy (zero: lowest compared OMol25 entry of this formula, charge and spin), the calculation gives 252.3 kJ/mol.

How positive or negative is each atom? The natural (NBO) charges in e answer that: 0.72, -0.09, -0.35, -0.56, 0.29, -0.01